10
Properties=species:S:1:pos:R:3:nbo_charge:R:1 method="wB97M-V/def2-TZVPD" e_above_lowest_ev=1.314 lumo_ha=0.0298 gap_ev=9.8 largest_force_ev_per_a=0.37 e_homo_ev=-9.009 smiles=Oc1cn[nH]c1
O -0.33777 -1.29304 1.59038 -0.68
C -0.03314 -0.46560 0.54298 0.16
C -0.74949 0.61041 0.07119 -0.13
N -0.01034 1.12772 -0.93873 -0.32
N 1.14207 0.47482 -1.14488 -0.25
C 1.13625 -0.50380 -0.24760 -0.10
H -1.17677 -1.73067 1.40579 0.48
H -1.69409 1.03296 0.38019 0.22
H -0.24357 1.94286 -1.48419 0.41
H 1.96685 -1.19566 -0.17513 0.21